[1]
# C34H42BF2N7O19

A 6-piece molecular cluster, C34H42BF2N7O19 overall (ωB97M-V with the def2-TZVPD basis set, OMol25).

CARTESIAN COORDINATES (ANGSTROEM)
F -4.944 -0.224 -0.193
F -5.526 1.011 3.786
O -1.359 -4.398 -1.340
O 0.454 -4.852 7.603
O -2.678 3.140 -0.951
O 5.151 3.620 -3.064
O 2.056 3.525 0.105
O -0.951 -3.779 -3.360
O 5.840 -1.355 0.894
O -1.301 -2.343 1.542
O -2.790 -0.635 -0.460
O 1.985 -3.487 6.951
O -2.493 0.326 -8.729
O 5.731 -1.920 2.969
O -0.926 2.393 -3.224
O 6.996 3.017 -2.131
O -4.598 -0.135 -8.704
O -2.478 3.887 -3.882
O 2.708 1.638 -2.755
O -4.758 -0.450 5.276
O -2.102 -0.913 3.967
N 0.432 -2.239 2.993
N 5.835 3.366 -2.095
N -1.360 -3.579 -2.234
N -3.659 0.599 -8.927
N 1.188 -3.902 7.766
N -3.315 1.016 4.194
N 6.299 -1.856 1.897
C 1.092 2.851 -0.196
C -3.577 -0.122 -5.695
C -0.671 -4.449 2.392
C 2.213 1.551 2.317
C -2.320 0.190 3.572
C 2.834 0.252 1.799
C -4.696 -0.049 -3.559
C -3.952 1.950 -9.480
C -2.828 0.985 -5.328
C -3.956 1.063 -3.195
C 5.208 3.477 -0.749
C 7.664 -2.444 1.823
C -1.895 -2.218 -1.946
C 0.752 1.565 1.957
C 0.233 2.141 0.797
C -3.466 1.203 0.960
C -2.016 1.387 1.329
C 1.529 -1.907 2.054
C 0.709 2.712 -1.608
C 1.089 -3.193 9.072
C -1.588 2.635 -0.826
C -0.556 -2.957 2.266
C -0.147 0.923 2.794
C -3.022 1.572 -4.087
C -2.199 2.750 -3.710
C -1.123 2.035 0.471
C 2.581 -0.977 2.679
C 2.027 3.993 -3.593
C -4.537 0.416 4.507
C -4.504 -0.634 -4.801
C -1.502 0.861 2.510
C 0.934 -2.928 4.180
C -0.582 2.584 -1.922
C -3.631 0.029 0.038
B 1.868 2.728 -2.703
H -1.455 -4.693 3.108
H 2.447 0.040 0.803
H 0.244 -4.919 2.741
H 1.978 -2.833 1.674
H 1.068 -1.380 1.223
H -3.456 1.885 3.694
H -1.091 -1.513 -2.135
H 3.910 0.386 1.693
H 2.831 3.920 -4.316
H 1.797 -2.374 9.068
H -5.025 2.043 -9.594
H 7.576 -3.494 2.083
H 8.036 -2.312 0.815
H 1.072 4.220 -4.071
H 8.280 -1.922 2.549
H -2.088 1.391 -6.004
H -2.212 -2.176 -0.910
H 5.270 2.497 -0.286
H 0.068 -2.839 9.169
H -4.064 0.958 1.836
H -3.920 2.084 0.523
H 2.749 2.408 1.938
H -5.416 -0.456 -2.866
H 3.511 -1.523 2.819
H 2.271 1.559 3.406
H 4.179 3.792 -0.865
H 5.785 4.204 -0.186
H 1.599 -3.763 3.939
H 2.257 -0.681 3.676
H 0.093 -3.317 4.750
H -3.562 2.678 -8.775
H -3.441 2.027 -10.434
H -4.098 1.534 -2.235
H 1.317 -3.916 9.848
H -5.103 -1.490 -5.076
H 2.438 0.950 -3.369
H -2.722 -2.044 -2.627
H 0.206 0.472 3.710
H 1.456 -2.239 4.832
H -3.454 -0.579 -6.661
H -0.943 -4.863 1.427
H 2.213 4.840 -2.928

ΔE to the lowest compared entry with this formula, charge and spin: 0.0 kcal per mole
calculated total energy: -91370.914 eV
orbital gap: 7.6 eV
E_HOMO: -8.86 eV

***

[2]
# C34H42Cl5I3N2O9P5

A 2-piece molecular cluster, C34H42Cl5I3N2O9P5 overall (ωB97M-V with the def2-TZVPD basis set, OMol25).

CARTESIAN COORDINATES (ANGSTROEM)
I -4.003 -1.726 0.295
I -3.751 1.550 0.018
I 2.848 3.231 -1.616
Cl 2.659 -0.089 -0.496
Cl -2.545 2.370 -3.129
Cl 1.505 6.316 3.869
Cl -1.103 -0.452 -2.806
Cl 2.904 2.007 1.681
P 1.708 2.884 3.728
P -1.482 1.703 2.567
P 1.063 5.550 -1.216
P -0.575 3.096 -2.500
P 0.492 5.465 2.144
O 0.463 2.121 -3.586
O -1.520 -6.790 -1.128
O 0.170 6.863 -0.567
O -2.448 -7.753 -6.297
O 2.932 6.139 1.306
O -2.114 0.119 3.138
O 2.705 6.234 -1.490
O -0.976 5.005 2.928
O 0.718 5.627 -2.748
N 1.265 2.639 2.066
N -1.555 2.436 4.148
C -2.517 -6.201 -4.536
C 0.851 -0.090 3.974
C 1.089 3.850 -0.335
C -0.378 -10.511 -2.676
C -1.278 -9.810 -4.807
C -3.345 -3.939 -4.807
C 0.288 1.568 1.712
C -1.942 -0.832 0.212
C 0.678 -1.737 4.241
C 0.799 0.171 2.374
C 0.932 3.427 5.209
C -1.447 3.875 -0.105
C -0.897 -2.021 0.200
C -1.335 -8.299 -2.917
C -0.172 1.366 0.077
C 3.483 2.423 4.286
C -1.705 -7.000 -2.321
C -3.039 -5.188 -5.352
C -1.602 -8.561 -4.260
C 0.538 -0.376 -2.029
C -2.614 -4.706 -2.635
C -2.293 -5.956 -3.182
C -1.700 0.667 0.129
C 4.232 6.725 1.656
C -3.140 -3.701 -3.449
C -0.716 -9.274 -2.125
C -2.209 -7.523 -5.118
C -2.240 4.850 -0.959
C 2.948 4.645 1.512
C -0.231 2.855 -0.634
C 1.438 3.961 1.306
C 1.612 -1.352 -2.861
C -0.668 -10.782 -4.013
C 0.895 0.420 -0.781
H 3.737 1.260 4.224
H 0.448 2.544 5.856
H -3.745 -3.153 -5.443
H -1.245 -2.887 0.950
H 1.901 0.136 4.495
H -0.024 -0.618 2.124
H -0.492 -9.072 -1.079
H -2.381 3.093 4.264
H 0.061 4.246 5.175
H 4.971 6.643 0.737
H 3.388 4.621 2.587
H -1.575 1.818 4.977
H 0.578 7.703 -0.961
H 4.342 3.096 3.803
H -0.951 -2.552 -0.871
H 3.620 2.649 5.454
H -2.452 -4.512 -1.576
H -1.497 -10.026 -5.851
H 1.948 -2.263 -2.166
H -1.777 5.593 -1.729
H -1.773 5.412 2.478
H -3.433 4.838 -0.910
H -0.413 -11.750 -4.440
H -0.337 -2.155 3.837
H -3.027 0.396 3.481
H -3.385 -2.731 -3.022
H 2.552 7.152 -1.879
H 3.799 4.361 0.800
H -1.957 3.841 0.936
H 1.545 -2.225 3.581
H 1.753 -0.359 1.994
H -3.205 -5.367 -6.413
H 0.224 -1.886 0.423
H 1.154 -1.840 -3.815
H 4.693 6.361 2.668
H 1.716 3.914 5.972
H 0.034 0.404 4.632
H 0.109 -11.264 -2.061
H -0.101 1.957 -4.419
H 2.556 -0.730 -3.248
H 0.927 -2.022 5.349
H 4.042 7.895 1.794

calculated total energy: -190677.973 eV
orbital gap: 6.0 eV
total charge: +1
E_HOMO: -10.37 eV

***

[3]
# C34H42F21N4O15PS2

C34H42F21N4O15PS2 as an isolated structure (ωB97M-V with the def2-TZVPD basis set, OMol25).

CARTESIAN COORDINATES (ANGSTROEM)
S -1.748 4.921 -3.561
S -0.830 1.072 -0.721
P 3.811 0.832 -3.079
F 2.775 3.046 8.207
F 7.777 -2.962 -3.750
F 2.264 4.754 9.430
F -6.448 -3.905 -1.910
F 2.219 -2.406 4.925
F 5.890 -3.864 -3.207
F 5.214 1.148 0.819
F -6.637 -2.921 -3.824
F -2.122 1.994 -5.657
F -0.798 0.830 -4.409
F 4.175 -2.482 5.838
F 3.239 1.071 -0.052
F -6.077 -1.782 -2.077
F 2.958 -4.264 5.738
F 6.253 -1.773 -2.792
F 2.578 2.828 10.347
F -9.801 3.573 -4.477
F -2.689 0.001 -5.041
F -11.324 2.948 -3.073
F -11.792 3.118 -5.176
F 3.787 2.708 1.250
O 2.223 1.077 2.705
O 1.520 -1.687 7.513
O -3.666 -2.954 -1.907
O 8.454 -3.903 -1.225
O -1.907 -0.199 -7.604
O -3.986 -3.722 -4.006
O 3.941 -0.388 2.751
O -11.077 0.437 -5.102
O -9.267 1.009 -3.879
O 2.798 -3.386 8.273
O 4.081 0.348 -4.718
O 6.510 -3.053 -0.449
O 0.213 0.118 -6.892
O -0.013 3.979 8.232
O -0.017 2.181 9.600
N 1.034 5.282 -5.231
N 0.763 0.764 -1.287
N 5.226 1.794 -2.648
N -1.403 2.449 -1.603
C 2.040 3.433 9.272
C -1.400 3.754 7.938
C -8.797 -0.346 -3.947
C 1.034 1.772 -2.294
C 7.393 -3.367 -1.421
C -1.557 -2.081 -2.731
C 2.909 -2.933 5.955
C -0.229 2.709 -2.410
C 0.560 3.106 9.088
C 1.003 -3.803 9.853
C -4.419 -3.255 -2.984
C 2.193 0.854 5.121
C 3.399 0.576 2.274
C -2.278 4.364 9.012
C 2.348 3.196 -4.166
C 6.895 -3.396 0.890
C -1.409 -0.711 -8.850
C 6.833 -2.990 -2.790
C -5.891 -2.964 -2.703
C -10.434 1.263 -4.507
C 2.303 -2.581 7.311
C -2.260 -3.224 -2.027
C -8.051 -0.587 -5.245
C 7.790 -2.323 1.478
C 2.339 -3.128 9.609
C -0.976 0.184 -6.706
C 3.911 1.374 1.078
C -10.837 2.723 -4.313
C 2.310 1.986 -3.172
C -1.056 -2.179 -8.720
C 1.609 0.385 3.804
C 1.072 4.140 -4.285
C -0.192 3.887 -3.439
C -1.642 0.748 -5.454
H 2.289 -2.054 9.805
H -1.911 -2.748 -8.346
H 1.673 0.388 5.962
H -2.547 4.129 -4.406
H -2.086 -4.177 -2.533
H 1.701 -0.696 3.686
H 7.372 -4.380 0.920
H 5.285 2.543 -3.358
H -2.210 -0.589 -9.582
H 5.975 -3.467 1.474
H -0.240 -2.326 -8.008
H -1.601 4.238 6.980
H -8.119 -0.487 -3.103
H -1.605 2.687 7.808
H 0.543 0.622 3.769
H -0.558 -0.121 -9.202
H 7.306 -1.345 1.420
H 0.229 -3.388 9.204
H 3.372 -0.259 -5.022
H 2.035 5.413 -5.492
H -8.713 -0.474 -6.106
H -0.753 -2.590 -9.685
H -0.478 -2.245 -2.753
H 5.004 2.202 -1.723
H -1.871 -3.324 -1.011
H 2.111 1.940 5.213
H -7.625 -1.589 -5.264
H 1.067 -4.871 9.632
H -9.620 -1.054 -3.820
H 8.020 -2.542 2.523
H -3.334 4.265 8.750
H -1.913 -1.974 -3.758
H 3.089 -3.544 10.285
H -1.760 -1.134 -2.224
H 0.744 6.151 -4.761
H 3.241 3.449 -4.823
H 3.255 0.608 5.191
H -7.245 0.142 -5.365
H 8.730 -2.248 0.925
H -2.045 5.424 9.142
H 0.691 -3.675 10.891
H -2.113 3.881 9.977

calculated total energy: -160636.566 eV
orbital gap: 6.9 eV
E_HOMO: -8.32 eV

***

[4]
# C34H42GaNO4

C34H42GaNO4 as an isolated structure (ωB97M-V with the def2-TZVPD basis set, OMol25).

CARTESIAN COORDINATES (ANGSTROEM)
Ga 2.032 0.734 1.959
O 4.275 1.102 1.571
O -0.408 -1.401 -0.203
O -1.880 -0.189 -1.412
O 4.956 0.690 -2.389
N -4.330 -0.641 -0.116
C 0.556 -1.426 3.610
C -3.238 -4.624 -0.791
C 6.442 1.418 1.418
C -1.303 1.386 1.314
C -1.524 -1.201 -0.765
C -4.737 -3.005 0.192
C 5.444 0.368 1.018
C 3.212 -0.591 -1.187
C -4.491 1.640 -0.732
C 0.128 -2.305 2.559
C -0.506 1.833 0.235
C -0.606 -1.009 4.331
C -0.773 1.901 2.508
C -1.270 -2.503 2.697
C 5.381 2.146 3.494
C -1.728 -1.683 3.770
C -4.797 2.295 -3.025
C 4.155 -1.570 -1.896
C -5.213 0.662 -4.863
C -3.864 -1.968 -0.181
C 5.016 3.478 1.418
C 0.368 2.704 2.182
C 0.507 2.679 0.747
C -4.955 -0.049 -2.431
C -4.445 -4.324 -0.140
C -4.592 0.289 -1.109
C 5.202 -0.711 -2.632
C 5.222 2.108 2.002
C -2.579 -2.295 -0.654
C 3.647 0.769 -1.777
C -4.983 0.968 -3.399
C -2.304 -3.610 -1.025
C -5.263 -1.457 -2.798
C -4.591 2.642 -1.693
H 5.605 1.147 3.888
H -4.344 -2.051 -2.876
H 6.240 -0.958 -2.359
H 6.918 1.955 0.597
H -0.627 -0.311 5.165
H -6.227 0.284 -5.069
H -4.834 3.065 -3.803
H 1.223 3.254 0.163
H -5.911 -1.941 -2.061
H -4.526 -0.340 0.825
H 0.906 3.353 2.867
H -0.706 1.639 -0.817
H 2.151 -0.787 -1.414
H 4.148 3.969 1.873
H 4.493 2.548 3.989
H 5.564 -0.591 1.530
H -1.355 -3.829 -1.530
H -5.680 -2.730 0.676
H 6.240 2.803 3.690
H -5.768 -1.511 -3.765
H 1.584 -1.161 3.867
H -5.084 1.577 -5.458
H 5.383 0.264 -0.069
H 0.780 -2.757 1.825
H 5.150 -0.890 -3.707
H 4.943 3.467 0.321
H 7.141 1.099 2.190
H -1.204 1.756 3.499
H -4.260 1.878 0.305
H -4.493 3.686 -1.397
H 2.903 1.055 -2.547
H -2.760 -1.588 4.088
H 3.578 -2.071 -2.680
H 4.610 -2.315 -1.232
H 5.913 4.052 1.698
H 3.617 1.588 -1.036
H -1.877 -3.178 2.092
H -4.504 -0.088 -5.243
H 3.333 -0.654 -0.093
H -2.223 0.822 1.225
H -3.024 -5.654 -1.099
H -5.180 -5.107 0.082

calculated total energy: -97988.702 eV
orbital gap (spin up / spin down): 5.2 / 4.2 eV
E_HOMO (spin up / spin down): -6.74 / -6.73 eV